This record from the OMol25 dataset describes 2 unconnected molecules or ions with the total composition C2H2N2O3 in a non-equilibrium geometry. The level of theory is wB97M-V/def2-TZVPD.

The calculation puts the HOMO-LUMO gap at 10.1 eV. As for the largest force on an atom: 3.5 eV/A. The value obtained for the energy relative to the best compared isomer or geometry (same formula, charge and spin) is 99.0 kcal per mole. The total charge is 0. The value obtained for the HOMO energy is -11.2 eV. The SMILES is O=C[N+](=O)[O-].C#N.

Atoms and positions in Å:
O  1.356  2.678  -1.502
C  0.897  1.985  -0.702
N  1.677  1.538  0.503
O  1.225  0.533  1.047
O  2.589  2.256  0.909
H  -0.166  1.520  -0.745
C  -1.005  -1.230  0.231
N  -1.096  -0.627  -0.731
H  -0.912  -1.849  1.060